(1)
C4H5NO in the gas phase. Source: OMol25; level of theory: the ωB97M-V functional and the def2-TZVPD basis.

Last column: natural (NBO) charge in e.
CARTESIAN COORDINATES (ANGSTROEM)
O 1.5120 -1.3644 0.9165  -0.68
C 0.7277 -0.4983 0.2079  0.41
C 0.6551 0.8662 0.2630  -0.38
C -0.5794 1.2258 -0.3574  -0.29
C -1.1745 0.0781 -0.8171  -0.09
N -0.3448 -0.9750 -0.4845  -0.53
H 1.4645 -1.0195 1.8179  0.49
H 1.3724 1.5187 0.7439  0.22
H -0.9754 2.2295 -0.4258  0.22
H -2.1278 -0.1008 -1.2977  0.21
H -0.5299 -1.9604 -0.5668  0.42

Computed properties:
Energy above the lowest of the compared OMol25 structures with the same formula, charge and spin ... 47.9 kJ/mol
Gap between HOMO and LUMO ... 8.81 eV
LUMO ... 0.820 eV
SMILES string ... Oc1ccc[nH]1
HOMO ... -0.2936 Eh

=====

(2)
A molecular structure, C20H24IrN4O3S6. Source: OMol25; level of theory: the ωB97M-V functional and the def2-TZVPD basis.

Last column: natural (NBO) charge in e.
CARTESIAN COORDINATES (ANGSTROEM)
Ir -0.5956 -0.4390 -0.6630  0.50
C 0.8715 0.3384 2.2343  -0.55
C -0.6420 0.4353 2.3480  -0.56
S -1.4772 1.0081 0.8395  0.58
C -0.6377 2.5989 0.5263  -0.55
C -0.4607 2.8049 -0.9641  -0.57
S 0.1272 1.3557 -1.9133  0.49
C 2.0110 1.1650 -1.6472  0.13
C 2.2998 1.0618 -0.1499  -0.57
S 1.3943 -0.3329 0.6136  0.44
H 1.2439 -0.3505 2.9913  0.28
H 1.3769 1.2893 2.3919  0.25
H -0.9438 1.0901 3.1669  0.27
H -1.0842 -0.5448 2.5284  0.27
H 0.3043 2.6051 1.0641  0.23
H -1.2706 3.3817 0.9443  0.28
H 0.2022 3.6426 -1.1787  0.27
H -1.4187 3.0305 -1.4367  0.27
H 2.4205 2.4029 -3.3225  0.25
H 1.6884 -0.8046 -2.2612  0.41
H 2.0607 1.9851 0.3730  0.23
H 3.3643 0.8605 -0.0324  0.29
O 0.1584 -2.4136 -1.3142  -0.50
N -0.3408 -2.9909 -0.2811  0.71
O -0.2438 -4.1449 -0.0574  -0.26
O -0.9892 -2.1699 0.4781  -0.50
S -3.6815 -6.2901 -2.2163  0.45
C -3.1641 -4.7096 -2.5444  -0.20
S -3.4536 -3.3787 -1.5034  0.57
C -2.4958 -2.3803 -2.5461  -0.16
N -1.9930 -3.0223 -3.5564  -0.20
N -2.3992 -4.3107 -3.5666  -0.17
C -1.9573 -5.1437 -4.6645  0.16
C -2.8786 -5.9210 -5.3490  -0.24
C -2.4271 -6.7069 -6.3977  -0.18
C -1.0848 -6.6974 -6.7509  -0.17
C -0.1841 -5.8952 -6.0638  -0.18
C -0.6168 -5.1062 -5.0104  -0.22
S -2.3327 -0.6675 -2.3080  -0.07
H -3.9315 -5.8842 -5.1082  0.24
H -3.1316 -7.3137 -6.9492  0.24
H -0.7415 -7.3088 -7.5739  0.24
H 0.8596 -5.8877 -6.3455  0.24
H 0.0694 -4.4820 -4.4552  0.23
C 6.4628 1.6283 -2.7475  -0.64
C 4.9664 1.5274 -2.7749  0.04
C 4.3998 0.4694 -3.6018  -0.29
C 3.2496 -0.1819 -3.3964  0.02
N 2.3214 -0.0268 -2.3607  -0.67
C 2.6915 2.3875 -2.2619  -0.47
C 4.1827 2.3743 -2.0973  -0.26
H 6.9139 0.6924 -2.4149  0.23
H 6.7988 2.4320 -2.0958  0.23
H 6.8373 1.8245 -3.7542  0.24
H 4.9999 0.1103 -4.4286  0.24
H 2.9910 -1.0067 -4.0481  0.22
H 2.2815 3.2875 -1.8006  0.22
H 4.6280 3.1398 -1.4729  0.22

Computed properties:
Energy above the lowest of the compared OMol25 structures with the same formula, charge and spin ... 245.0 kJ/mol
Gap between HOMO and LUMO (alpha / beta) ... 6.74 / 4.40 eV
Multiplicity ... 2
Total charge ... +2
<S²> ... 0.75
LUMO (alpha / beta) ... -6.366 / -8.704 eV
HOMO (alpha / beta) ... -0.4816 / -0.4816 Eh

=====

(3)
10 unconnected molecules or ions with the total composition C83H174F9N7O8S2 in a non-equilibrium geometry. Source: OMol25; level of theory: the ωB97M-V functional and the def2-TZVPD basis.

Last column: Löwdin charge in e.
CARTESIAN COORDINATES (ANGSTROEM)
C 24.1526 3.6279 15.4031  -0.10
C 22.9681 3.7822 14.4959  -0.25
C 23.1745 4.6646 13.2681  -0.20
C 23.3166 6.1646 13.5993  -0.06
N 23.3235 7.1850 12.3438  -0.19
C 21.8838 7.4234 11.9773  -0.09
C 21.4143 8.4806 13.0361  -0.13
C 22.6417 9.2748 13.5097  -0.12
C 23.8587 8.5549 12.8641  -0.08
C 24.1845 6.6220 11.1584  -0.10
C 25.6231 6.3837 11.6039  -0.22
C 26.5944 6.1460 10.4284  -0.07
H 25.1391 3.7043 14.9459  0.08
H 24.1116 2.7952 16.1053  0.08
H 24.1158 4.5664 15.9560  0.07
H 22.2423 4.3166 15.1089  0.11
H 22.5285 2.8610 14.1135  0.12
H 22.3826 4.5165 12.5339  0.11
H 23.9881 4.3228 12.6283  0.10
H 24.1948 6.3840 14.2065  0.13
H 22.4120 6.4040 14.1583  0.12
H 21.8906 7.7807 10.9475  0.13
H 21.2718 6.5329 12.1205  0.13
H 20.7384 9.1655 12.5242  0.11
H 20.7897 8.0092 13.7950  0.12
H 22.6434 10.3485 13.3213  0.12
H 22.7728 9.2969 14.5915  0.12
H 24.2708 9.0348 11.9764  0.13
H 24.6702 8.4392 13.5826  0.12
H 24.0649 7.3506 10.3567  0.13
H 23.7522 5.6454 10.9403  0.12
H 25.7044 5.7299 12.4723  0.11
H 25.8978 7.3632 11.9955  0.10
H 27.6239 6.2544 10.7697  0.08
H 26.3824 6.9280 9.6992  0.08
H 26.5704 5.2048 9.8792  0.08
C 19.1305 -0.5671 25.4964  -0.09
C 20.4019 -1.2768 24.9378  -0.26
C 20.0460 -2.3273 23.9184  -0.20
C 21.3194 -2.8104 23.1321  -0.05
N 20.9221 -3.8671 21.9986  -0.18
C 20.4070 -5.2506 22.4577  -0.09
C 20.7284 -6.2224 21.2914  -0.12
C 21.9652 -5.6648 20.5144  -0.13
C 22.1996 -4.2871 21.1426  -0.09
C 19.8360 -3.2186 20.9922  -0.05
C 20.1083 -1.7079 20.4667  -0.21
C 19.0478 -1.2250 19.4881  -0.10
H 18.7071 0.0754 24.7244  0.07
H 19.3705 0.0770 26.3424  0.07
H 18.4243 -1.2883 25.9078  0.07
H 20.9841 -1.6460 25.7821  0.12
H 21.0735 -0.5359 24.5041  0.11
H 19.2406 -1.8899 23.3283  0.10
H 19.5684 -3.1840 24.3938  0.12
H 22.0387 -3.3566 23.7423  0.13
H 21.8614 -2.0901 22.5193  0.12
H 19.3773 -5.0974 22.7806  0.12
H 20.9600 -5.5402 23.3512  0.13
H 19.8475 -6.3599 20.6643  0.11
H 21.0454 -7.2113 21.6225  0.12
H 21.8144 -5.4600 19.4544  0.12
H 22.9224 -6.1751 20.6209  0.12
H 22.6138 -3.4624 20.5626  0.13
H 22.9752 -4.3760 21.9033  0.12
H 18.9168 -3.2787 21.5750  0.11
H 19.7150 -3.8789 20.1335  0.12
H 20.9933 -1.6516 19.8328  0.10
H 20.3141 -1.0880 21.3394  0.09
H 18.1079 -1.5305 19.9479  0.07
H 19.1135 -1.7810 18.5529  0.09
H 18.9637 -0.1421 19.3969  0.09
C 23.5340 -1.4323 7.6976  -0.07
C 22.0213 -1.2997 7.9768  -0.28
C 21.1336 -2.4906 7.7536  -0.17
C 19.5952 -2.1238 7.8574  -0.04
N 18.6055 -3.2015 7.2541  -0.19
C 18.6008 -4.4588 8.1841  -0.09
C 17.6018 -4.1068 9.2954  -0.16
C 16.4817 -3.5026 8.5004  -0.15
C 17.1102 -2.7682 7.2992  -0.07
C 18.9472 -3.7267 5.8579  -0.14
C 18.9478 -2.5971 4.7850  -0.19
C 19.1881 -3.2252 3.3586  -0.07
H 24.0029 -0.4501 7.7573  0.08
H 23.6437 -1.8149 6.6828  0.08
H 24.0125 -1.9457 8.5316  0.09
H 21.6387 -0.4430 7.4221  0.10
H 21.8829 -0.9300 8.9928  0.11
H 21.3849 -3.3294 8.4027  0.12
H 21.3967 -2.7915 6.7395  0.11
H 19.3372 -1.2714 7.2290  0.11
H 19.2051 -1.8814 8.8460  0.13
H 18.2132 -5.3465 7.6842  0.14
H 19.5354 -4.5589 8.7360  0.13
H 17.3601 -5.0227 9.8347  0.13
H 18.1602 -3.3837 9.8898  0.11
H 15.9104 -4.3556 8.1341  0.12
H 15.9426 -2.7759 9.1081  0.13
H 16.6028 -2.9804 6.3581  0.13
H 17.2133 -1.6839 7.3399  0.12
H 18.1568 -4.4586 5.6911  0.13
H 19.8427 -4.3481 5.8485  0.14
H 19.7777 -1.9184 4.9819  0.10
H 18.0567 -1.9909 4.9481  0.10
H 20.0535 -3.8868 3.3205  0.08
H 19.2481 -2.5233 2.5268  0.08
H 18.3515 -3.8850 3.1282  0.07
C 8.4504 7.8488 14.6103  -0.09
C 8.1896 8.5192 13.2468  -0.27
C 7.4796 9.8135 13.3757  -0.18
C 5.9683 9.7963 13.8387  -0.08
N 5.0506 10.9877 13.4678  -0.21
C 3.6481 10.7364 14.0427  -0.09
C 2.7321 11.5471 13.1759  -0.17
C 3.2971 11.4645 11.7929  -0.14
C 4.7954 11.0375 11.9174  -0.05
C 5.5800 12.3298 13.9445  -0.11
C 5.8939 12.3075 15.4492  -0.21
C 6.3853 13.6986 15.8535  -0.09
H 7.5057 7.5660 15.0747  0.07
H 8.8293 8.5339 15.3687  0.08
H 9.1446 7.0221 14.4591  0.08
H 7.6388 7.8407 12.5954  0.11
H 9.1614 8.6931 12.7848  0.12
H 7.4863 10.1836 12.3505  0.11
H 7.9957 10.5198 14.0260  0.12
H 5.8123 9.7669 14.9170  0.12
H 5.3786 8.9900 13.4024  0.12
H 3.6479 11.0384 15.0901  0.13
H 3.4871 9.6593 13.9971  0.14
H 2.7051 12.5771 13.5316  0.12
H 1.6999 11.1986 13.1404  0.13
H 3.1660 12.3083 11.1156  0.13
H 2.6652 10.6861 11.3651  0.12
H 5.5133 11.6772 11.4041  0.13
H 4.9196 10.0563 11.4592  0.13
H 4.8752 13.1052 13.6443  0.14
H 6.4318 12.5706 13.3084  0.14
H 6.7858 11.6949 15.5812  0.10
H 5.1424 11.9615 16.1588  0.12
H 5.6284 14.4293 15.5682  0.08
H 7.3245 14.0157 15.4003  0.09
H 6.4599 13.8671 16.9278  0.09
C 12.0841 2.2526 5.4892  -0.11
C 11.7451 3.0910 6.6902  -0.27
C 12.9180 3.8840 7.2211  -0.18
C 13.4724 5.0093 6.3144  -0.11
N 14.8860 5.5678 6.5297  -0.19
C 15.8887 4.4285 6.2971  -0.09
C 17.1026 5.1753 5.8248  -0.16
C 16.5350 6.3166 4.9727  -0.14
C 15.2404 6.7953 5.6343  -0.04
C 14.8963 6.0274 7.9878  -0.11
C 13.9041 7.1814 8.3668  -0.22
C 14.3491 7.9327 9.6194  -0.09
H 12.0955 2.8656 4.5880  0.07
H 11.3648 1.4607 5.2803  0.08
H 13.0625 1.7970 5.6414  0.08
H 11.3733 2.4183 7.4631  0.11
H 10.8175 3.6098 6.4486  0.12
H 13.7240 3.2743 7.6294  0.12
H 12.5264 4.2072 8.1856  0.11
H 12.8411 5.8970 6.2743  0.13
H 13.4080 4.7597 5.2553  0.13
H 16.0213 3.7890 7.1698  0.14
H 15.5388 3.8041 5.4750  0.14
H 17.5817 5.5597 6.7253  0.12
H 17.9214 4.6356 5.3490  0.13
H 17.2045 7.1686 4.8548  0.13
H 16.3270 5.8537 4.0081  0.12
H 15.4747 7.6468 6.2731  0.13
H 14.4210 6.8506 4.9176  0.14
H 15.8765 6.4539 8.2009  0.13
H 14.9196 5.1914 8.6868  0.14
H 12.9141 6.7597 8.5410  0.10
H 13.7524 8.0019 7.6654  0.11
H 14.7362 7.1817 10.3081  0.08
H 13.6325 8.5750 10.1313  0.09
H 15.2385 8.5552 9.5215  0.08
C 6.9522 5.1766 26.2176  -0.11
C 8.4436 5.0234 26.1713  -0.22
C 8.9978 3.6814 25.4847  -0.15
C 10.4570 3.2990 25.8457  -0.04
N 11.0015 1.9664 25.1513  -0.20
C 10.0926 0.7648 25.4302  -0.09
C 10.4147 0.4377 26.9049  -0.15
C 11.8468 0.7846 27.0878  -0.16
C 12.2746 1.4260 25.7974  -0.10
C 11.2848 2.1566 23.6672  -0.12
C 12.3540 3.1829 23.2831  -0.25
C 12.6621 3.1515 21.8320  -0.10
H 6.5964 6.2057 26.2674  0.09
H 6.5716 4.6279 27.0791  0.08
H 6.5018 4.6554 25.3730  0.07
H 8.8180 5.1874 27.1817  0.11
H 8.7950 5.7666 25.4555  0.11
H 8.8594 3.5660 24.4097  0.10
H 8.3844 2.8302 25.7802  0.09
H 10.4100 3.0497 26.9058  0.12
H 11.2811 3.9903 25.6697  0.13
H 10.3837 -0.1052 24.8417  0.13
H 9.0474 0.9453 25.1790  0.13
H 10.2080 -0.5990 27.1707  0.13
H 9.6919 1.0227 27.4737  0.12
H 12.5724 0.0075 27.3278  0.13
H 11.9204 1.4794 27.9244  0.13
H 12.6732 0.7263 25.0628  0.14
H 12.9069 2.3085 25.8942  0.13
H 10.2964 2.4494 23.3130  0.12
H 11.4961 1.2057 23.1781  0.13
H 13.3040 3.0755 23.8065  0.12
H 11.9998 4.1780 23.5520  0.12
H 11.7880 3.3602 21.2151  0.09
H 13.1137 2.2322 21.4592  0.08
H 13.4069 3.9321 21.6771  0.09
C 7.4562 -6.7769 12.0442  -0.09
C 8.9459 -6.7018 12.4569  -0.25
C 9.3999 -5.2703 12.6532  -0.17
C 8.7966 -4.7699 14.0428  -0.10
N 9.2445 -3.3920 14.6294  -0.19
C 8.5390 -3.3037 16.0367  -0.05
C 9.5225 -2.5927 17.0157  -0.14
C 10.8185 -2.4715 16.2454  -0.15
C 10.7081 -3.4303 15.0416  -0.10
C 8.8958 -2.2505 13.6165  -0.09
C 7.5106 -2.3469 12.9129  -0.20
C 7.3744 -1.0767 12.0353  -0.09
H 6.7907 -6.5911 12.8873  0.07
H 7.1753 -7.7297 11.5956  0.08
H 7.1936 -5.9915 11.3354  0.07
H 9.5625 -7.1413 11.6728  0.11
H 9.1461 -7.3029 13.3439  0.11
H 9.2017 -4.6057 11.8123  0.11
H 10.4774 -5.2928 12.8165  0.11
H 9.1564 -5.5336 14.7323  0.12
H 7.7098 -4.7194 14.1106  0.12
H 7.5149 -2.9367 15.9683  0.13
H 8.3955 -4.3394 16.3445  0.12
H 9.1483 -1.6435 17.3992  0.12
H 9.8879 -3.2753 17.7830  0.12
H 10.7583 -1.4845 15.7868  0.11
H 11.7361 -2.6162 16.8156  0.13
H 11.3575 -3.2566 14.1836  0.13
H 10.9330 -4.4687 15.2851  0.13
H 9.7759 -2.1252 12.9857  0.13
H 8.8838 -1.3467 14.2258  0.13
H 6.7368 -2.3102 13.6797  0.11
H 7.3322 -3.2861 12.3892  0.10
H 6.3317 -0.9265 11.7554  0.08
H 7.8740 -1.1823 11.0723  0.08
H 7.6527 -0.1194 12.4760  0.08
C 27.7349 -2.5536 13.2732  -0.47
O 26.3317 -2.7252 13.0437  -0.14
O 28.2688 -3.8146 13.0178  -0.26
C 28.1773 -1.3241 12.3968  -0.65
F 28.7314 -1.6156 11.2157  0.13
F 27.3406 -0.3130 12.1740  0.12
F 29.1413 -0.7951 13.0411  0.16
C 25.4228 -2.8230 14.1301  -0.28
C 23.9325 -2.9026 13.6668  -0.09
H 23.6164 -1.9455 13.2519  0.05
H 23.9129 -3.6510 12.8746  0.06
H 23.2120 -3.0532 14.4708  0.05
H 25.5270 -1.8398 14.5891  0.10
H 25.6298 -3.5957 14.8705  0.11
H 27.9181 -2.4083 14.3378  0.12
C 15.0479 8.9954 17.1321  -0.66
F 14.2085 8.5696 18.1170  0.08
F 16.2246 8.4550 17.3052  0.13
F 14.5419 8.5758 15.9742  0.10
S 15.2980 10.9830 17.1451  0.49
O 13.9369 11.5393 16.9689  -0.39
O 15.7957 11.3451 18.4756  -0.37
O 16.2717 11.2785 16.0822  -0.38
C 16.1707 2.9316 13.7145  -0.66
F 15.2778 3.6756 13.2180  0.19
F 17.1123 3.5685 14.4364  0.12
F 15.5087 2.0447 14.5888  0.03
S 16.9905 1.7821 12.3992  0.55
O 15.8608 1.1837 11.6340  -0.41
O 17.8423 2.7208 11.6073  -0.41
O 17.8405 0.7626 13.1656  -0.41

Computed properties:
Energy above the lowest of the compared OMol25 structures with the same formula, charge and spin ... 0.0 kJ/mol
Gap between HOMO and LUMO ... 2.30 eV
Total charge ... +4
LUMO ... -5.561 eV
HOMO ... -0.2889 Eh